# 1
This record from the OMol25 dataset describes a molecular structure, C49H40Cl2CuN2O2P2Si in a non-equilibrium geometry. The level of theory is ωB97M-V with the def2-TZVPD basis set.

CARTESIAN COORDINATES (ANGSTROEM)
1 Cu -0.234 0.059 -0.541
2 C -0.064 3.012 2.331
3 Si -0.884 1.764 1.102
4 C -2.438 2.010 0.031
5 C -3.785 1.930 0.338
6 C -4.708 1.844 -0.692
7 C -4.291 1.847 -2.013
8 C -2.945 1.967 -2.325
9 C -2.018 2.035 -1.302
10 P -0.138 2.341 -1.205
11 C 1.726 2.470 -0.792
12 C 2.474 3.635 -0.703
13 C 3.837 3.576 -0.464
14 C 4.471 2.354 -0.339
15 C 3.731 1.185 -0.410
16 C 2.368 1.251 -0.618
17 C -0.496 4.139 -1.338
18 C -1.068 4.525 -2.547
19 C -1.470 5.826 -2.764
20 C -1.343 6.766 -1.754
21 C -0.787 6.391 -0.544
22 C -0.358 5.090 -0.337
23 C -1.516 0.524 2.429
24 C -2.282 1.066 3.452
25 C -2.782 0.277 4.467
26 C -2.502 -1.080 4.486
27 C -1.746 -1.640 3.476
28 C -1.259 -0.841 2.444
29 P -0.387 -1.571 1.009
30 C 1.114 -2.343 1.848
31 C 1.214 -3.760 2.491
32 C 1.937 -3.823 3.793
33 C 2.518 -2.762 4.351
34 C 2.391 -1.442 3.771
35 C 1.710 -1.236 2.642
36 C -1.716 -2.735 0.577
37 C -1.818 -4.089 0.871
38 C -2.917 -4.815 0.446
39 C -3.933 -4.198 -0.260
40 C -3.853 -2.839 -0.530
41 C -2.750 -2.115 -0.124
42 H -0.727 3.831 2.591
43 H 0.858 3.431 1.938
44 H 0.181 2.481 3.248
45 H -4.114 1.901 1.368
46 H -5.761 1.757 -0.464
47 H -5.016 1.751 -2.809
48 H -2.630 1.972 -3.358
49 H 2.005 4.596 -0.858
50 H 4.400 4.496 -0.399
51 H 5.540 2.314 -0.193
52 H 4.221 0.228 -0.314
53 H 1.781 0.331 -0.679
54 H -1.189 3.785 -3.324
55 H -1.899 6.099 -3.716
56 H -1.675 7.781 -1.914
57 H -0.689 7.116 0.252
58 H 0.085 4.826 0.606
59 H -2.487 2.125 3.443
60 H -3.392 0.720 5.240
61 H -2.884 -1.696 5.286
62 H -1.535 -2.701 3.478
63 H 0.278 -4.308 2.594
64 H 1.980 -4.797 4.260
65 H 3.063 -2.854 5.278
66 H 2.824 -0.615 4.312
67 H 1.589 -0.241 2.228
68 H -1.045 -4.607 1.413
69 H -2.971 -5.869 0.683
70 H -4.781 -4.773 -0.598
71 H -4.650 -2.349 -1.067
72 H -2.668 -1.059 -0.356
73 Cl 4.835 0.001 -5.671
74 C 3.431 0.520 -4.805
75 C 3.262 1.889 -4.596
76 C 2.135 2.302 -3.892
77 Cl 1.868 3.992 -3.684
78 C 1.230 1.410 -3.354
79 O 0.090 1.824 -2.722
80 C 1.409 0.008 -3.573
81 C 0.521 -0.968 -3.083
82 O -0.430 -0.831 -2.240
83 C 2.530 -0.400 -4.345
84 H 3.958 2.612 -4.984
85 H 0.665 -1.973 -3.496
86 H 2.672 -1.455 -4.530
87 N 1.751 -6.633 0.975
88 C 1.555 -5.377 0.467
89 C 2.083 -4.241 1.288
90 C 1.927 -2.851 0.634
91 N 1.050 -2.725 -0.488
92 C 0.571 -3.777 -1.046
93 C 0.838 -5.124 -0.656
94 H 2.547 -6.769 1.576
95 H 1.525 -7.413 0.378
96 H 3.110 -4.446 1.604
97 H 2.862 -2.318 0.434
98 H -0.110 -3.601 -1.870
99 H 0.418 -5.930 -1.242

Calculated values
E_HOMO (alpha / beta): -5.02 / -7.56 eV
maximum force: 1.49 eV/A
<S²>: 0.782
spin multiplicity: 2
energy relative to the best compared isomer or geometry (same formula, charge and spin): 6.018 eV

Atom charges from the Mulliken analysis, given in e for atoms 1 to 5: atom 1 (Cu): -0.73, atom 2 (C): -1.61, atom 3 (Si): 1.72, atom 4 (C): 0.29, atom 5 (C): -0.66

=====

# 2
This record from the OMol25 dataset describes a molecular structure, C49H43AsGaGeN3O3. The level of theory is ωB97M-V with the def2-TZVPD basis set.

CARTESIAN COORDINATES (ANGSTROEM)
1 Ga 0.363 -2.318 0.994
2 N -0.994 -4.748 2.706
3 C -0.414 -3.778 3.508
4 C -0.553 -3.902 4.891
5 C 0.023 -2.962 5.708
6 C 0.738 -1.901 5.146
7 C 0.831 -1.844 3.786
8 N 0.267 -2.770 2.967
9 C -1.010 -4.946 1.340
10 C -1.706 -6.058 0.856
11 C -1.686 -6.336 -0.485
12 C -0.968 -5.507 -1.352
13 C -0.340 -4.418 -0.826
14 N -0.361 -4.122 0.507
15 H -1.488 -5.457 3.222
16 H -1.110 -4.735 5.302
17 H -0.079 -3.048 6.783
18 H 1.201 -1.141 5.759
19 H 1.367 -1.044 3.291
20 H -2.246 -6.690 1.550
21 H -2.223 -7.196 -0.865
22 H -0.918 -5.701 -2.414
23 H 0.202 -3.725 -1.451
24 O -0.997 -0.948 1.267
25 C -1.241 -0.880 0.003
26 O -0.437 -1.537 -0.734
27 C -2.417 -0.145 -0.542
28 C -2.024 1.069 -1.433
29 Ge -2.774 2.823 -0.910
30 C -4.631 2.879 -1.465
31 C -5.048 3.731 -2.488
32 C -6.385 3.776 -2.867
33 C -7.317 2.972 -2.226
34 C -6.916 2.122 -1.201
35 C -5.581 2.081 -0.821
36 C -2.702 3.160 1.003
37 C -1.955 2.401 1.905
38 C -1.965 2.698 3.264
39 C -2.717 3.763 3.739
40 C -3.462 4.531 2.852
41 C -3.459 4.226 1.498
42 C -1.753 4.162 -1.888
43 C -1.378 3.922 -3.212
44 C -0.650 4.866 -3.928
45 C -0.284 6.063 -3.325
46 C -0.659 6.320 -2.013
47 C -1.390 5.375 -1.301
48 H -3.060 0.136 0.288
49 H -2.950 -0.886 -1.140
50 H -2.414 0.904 -2.439
51 H -0.940 1.158 -1.539
52 H -4.327 4.365 -2.993
53 H -6.700 4.443 -3.660
54 H -8.359 3.010 -2.520
55 H -7.645 1.503 -0.693
56 H -5.283 1.431 -0.002
57 H -1.341 1.575 1.558
58 H -1.390 2.089 3.953
59 H -2.728 3.995 4.797
60 H -4.055 5.359 3.218
61 H -4.074 4.814 0.824
62 H -1.669 2.998 -3.703
63 H -0.380 4.675 -4.960
64 H 0.279 6.802 -3.883
65 H -0.393 7.260 -1.547
66 H -1.677 5.589 -0.276
67 O 2.162 -2.266 0.800
68 As 3.279 -1.417 -0.194
69 C 4.765 -1.101 0.937
70 C 5.176 -2.116 1.797
71 C 6.299 -1.917 2.582
72 C 7.003 -0.720 2.495
73 C 6.591 0.282 1.629
74 C 5.465 0.097 0.840
75 C 3.701 -2.635 -1.583
76 C 3.510 -3.990 -1.323
77 C 3.884 -4.918 -2.283
78 C 4.440 -4.491 -3.483
79 C 4.635 -3.138 -3.728
80 C 4.270 -2.200 -2.775
81 C 2.524 0.221 -0.756
82 C 2.307 1.182 0.235
83 C 1.743 2.396 -0.118
84 C 1.418 2.648 -1.449
85 C 1.637 1.687 -2.426
86 C 2.183 0.460 -2.083
87 H 4.623 -3.045 1.859
88 H 6.631 -2.694 3.257
89 H 7.884 -0.572 3.106
90 H 7.145 1.209 1.565
91 H 5.141 0.875 0.162
92 H 3.081 -4.315 -0.384
93 H 3.750 -5.975 -2.092
94 H 4.733 -5.219 -4.228
95 H 5.078 -2.814 -4.660
96 H 4.449 -1.149 -2.959
97 H 2.604 0.993 1.259
98 H 1.562 3.151 0.636
99 H 0.986 3.600 -1.726
100 H 1.370 1.891 -3.454
101 H 2.323 -0.298 -2.841

Calculated values
E_HOMO: -12.39 eV
total charge: +2
maximum force: 0.50 eV/A
spin multiplicity: 1
energy relative to the best compared isomer or geometry (same formula, charge and spin): 0.000 eV

Atom charges from the Mulliken analysis, given in e for atoms 1 to 5: atom 1 (Ga): -0.26, atom 2 (N): 0.04, atom 3 (C): 0.86, atom 4 (C): -0.91, atom 5 (C): -0.42

=====

# 3
This record from the OMol25 dataset describes a molecular structure, C49H43Cl4N8O5RbS. The level of theory is ωB97M-V with the def2-TZVPD basis set.

CARTESIAN COORDINATES (ANGSTROEM)
1 Rb 1.317 0.091 0.662
2 Cl 7.588 -1.148 -3.846
3 C 6.582 -1.112 -2.410
4 C 5.351 -0.484 -2.474
5 C 4.502 -0.395 -1.365
6 N 3.353 0.386 -1.388
7 C 2.627 0.531 -2.478
8 O 2.540 -0.195 -3.495
9 C 1.812 1.826 -2.493
10 C 1.415 2.323 -3.733
11 C 0.763 3.542 -3.789
12 C 0.506 4.224 -2.606
13 C 0.908 3.636 -1.418
14 N 1.547 2.470 -1.352
15 C 4.901 -1.031 -0.157
16 C 6.144 -1.671 -0.126
17 C 6.987 -1.701 -1.224
18 Cl 8.536 -2.512 -1.081
19 N 4.076 -0.923 0.962
20 C 4.071 -1.865 1.882
21 O 4.576 -3.018 1.853
22 C 3.321 -1.499 3.165
23 C 3.302 -2.440 4.194
24 C 2.627 -2.153 5.364
25 C 1.994 -0.924 5.486
26 C 2.080 -0.045 4.421
27 N 2.726 -0.308 3.284
28 H 5.027 -0.043 -3.407
29 H 1.624 1.728 -4.611
30 H 0.447 3.955 -4.740
31 H -0.009 5.176 -2.602
32 H 0.693 4.115 -0.466
33 H 6.442 -2.171 0.784
34 H 3.820 -3.375 4.031
35 H 2.588 -2.876 6.171
36 H 1.445 -0.651 6.378
37 H 1.610 0.932 4.491
38 C 5.121 4.727 2.172
39 C 4.145 5.248 3.019
40 C 2.905 4.640 3.106
41 C 2.643 3.512 2.336
42 C 3.606 2.995 1.480
43 C 4.853 3.600 1.409
44 N 1.383 2.830 2.331
45 N 0.688 3.023 3.323
46 C -0.557 2.294 3.321
47 C -1.526 2.748 4.196
48 C -2.727 2.057 4.256
49 C -2.898 0.943 3.457
50 C -1.855 0.559 2.620
51 N -0.704 1.221 2.558
52 H 6.090 5.206 2.105
53 H 4.355 6.132 3.609
54 H 2.131 5.028 3.755
55 H 3.389 2.111 0.894
56 H 5.607 3.183 0.754
57 H -1.329 3.626 4.798
58 H -3.516 2.389 4.919
59 H -3.822 0.382 3.460
60 H -1.960 -0.274 1.934
61 C -3.489 -4.162 -0.385
62 C -2.079 -3.580 -0.387
63 C -1.506 -3.492 1.022
64 S 0.145 -2.755 1.034
65 O 0.474 -2.453 2.470
66 C 1.112 -4.231 0.543
67 C 1.752 -4.951 1.722
68 C 0.766 -5.613 2.683
69 H -3.879 -4.244 -1.401
70 H -4.169 -3.519 0.181
71 H -3.512 -5.158 0.069
72 H -2.084 -2.576 -0.815
73 H -1.430 -4.196 -1.018
74 H -1.453 -4.460 1.524
75 H -2.087 -2.800 1.637
76 H 1.887 -3.851 -0.125
77 H 0.447 -4.881 -0.034
78 H 2.387 -4.246 2.257
79 H 2.428 -5.701 1.305
80 H 0.167 -4.859 3.195
81 H 1.306 -6.184 3.442
82 H 0.094 -6.305 2.163
83 Cl -6.155 4.063 -3.411
84 C -6.821 2.539 -2.905
85 C -8.201 2.433 -2.804
86 C -8.762 1.227 -2.421
87 C -7.945 0.145 -2.135
88 C -6.569 0.275 -2.233
89 Cl -5.593 -1.089 -1.809
90 C -5.959 1.475 -2.625
91 N -4.564 1.656 -2.684
92 C -3.805 0.920 -3.610
93 C -4.356 0.468 -4.809
94 C -3.581 -0.222 -5.733
95 C -2.240 -0.461 -5.473
96 C -1.689 0.006 -4.284
97 C -2.443 0.698 -3.344
98 C -1.779 1.180 -2.077
99 C -2.262 0.474 -0.795
100 O -3.364 0.854 -0.307
101 O -1.536 -0.440 -0.344
102 H -8.817 3.293 -3.030
103 H -9.837 1.132 -2.335
104 H -8.363 -0.801 -1.818
105 H -4.145 1.631 -1.729
106 H -5.403 0.661 -5.015
107 H -4.031 -0.568 -6.656
108 H -1.625 -1.000 -6.182
109 H -0.636 -0.166 -4.074
110 H -1.945 2.254 -1.953
111 H -0.713 0.999 -2.171

Calculated values
E_HOMO: -1.64 eV
total charge: -2
maximum force: 0.59 eV/A
spin multiplicity: 1
energy relative to the best compared isomer or geometry (same formula, charge and spin): 0.514 eV

Atom charges from the Mulliken analysis, given in e for atoms 1 to 5: atom 1 (Rb): 0.67, atom 2 (Cl): -0.28, atom 3 (C): 0.04, atom 4 (C): -0.56, atom 5 (C): 0.08

=====

# 4
This record from the OMol25 dataset describes a molecular structure, C49H44IN12O3PS3Tl in a non-equilibrium geometry. The level of theory is ωB97M-V with the def2-TZVPD basis set.

CARTESIAN COORDINATES (ANGSTROEM)
1 Tl -0.098 1.032 0.595
2 N -2.112 4.461 2.999
3 C -1.118 3.556 2.767
4 S -1.326 1.929 3.274
5 N -0.046 4.115 2.191
6 N 0.891 3.195 1.802
7 C 2.051 3.697 1.592
8 C 3.142 2.886 1.039
9 C 4.423 3.445 0.981
10 C 5.461 2.694 0.469
11 C 5.204 1.411 0.040
12 C 3.909 0.936 0.140
13 N 2.890 1.641 0.606
14 H -3.045 4.078 2.949
15 H -2.026 5.290 2.422
16 H 2.218 4.755 1.850
17 H 4.555 4.465 1.336
18 H 6.461 3.116 0.396
19 H 5.986 0.811 -0.402
20 H 3.672 -0.052 -0.235
21 O -4.268 3.771 1.202
22 C -3.646 2.723 0.955
23 O -2.519 2.610 0.393
24 C -4.232 1.368 1.309
25 P -3.131 0.218 0.442
26 C -3.934 -1.380 0.844
27 C -4.733 -2.168 0.018
28 C -5.148 -3.429 0.436
29 C -4.789 -3.911 1.690
30 C -4.013 -3.127 2.535
31 C -3.600 -1.877 2.107
32 C -3.610 0.415 -1.291
33 C -4.505 1.382 -1.763
34 C -4.795 1.474 -3.118
35 C -4.184 0.617 -4.032
36 C -3.264 -0.323 -3.577
37 C -2.988 -0.414 -2.222
38 H -5.281 1.290 1.032
39 H -4.135 1.209 2.386
40 H -4.996 -1.810 -0.972
41 H -5.759 -4.028 -0.234
42 H -5.107 -4.895 2.003
43 H -3.714 -3.492 3.520
44 H -2.969 -1.270 2.747
45 H -4.998 2.069 -1.087
46 H -5.482 2.241 -3.466
47 H -4.413 0.706 -5.089
48 H -2.748 -0.961 -4.280
49 H -2.228 -1.112 -1.883
50 S 1.596 1.604 -3.163
51 C 2.980 0.603 -2.945
52 N 4.226 0.889 -2.997
53 N 4.512 2.203 -3.279
54 C 5.826 2.637 -3.257
55 C 6.063 4.017 -3.296
56 C 7.361 4.493 -3.245
57 C 8.440 3.619 -3.148
58 C 8.193 2.258 -3.124
59 C 6.904 1.747 -3.178
60 N 2.758 -0.728 -2.466
61 N 1.545 -1.177 -2.536
62 C 1.437 -2.482 -1.846
63 C 2.155 -2.627 -0.665
64 C 2.235 -3.874 -0.085
65 C 1.581 -4.948 -0.670
66 C 0.831 -4.763 -1.827
67 C 0.744 -3.526 -2.442
68 H 3.770 2.887 -3.315
69 H 5.219 4.695 -3.338
70 H 7.536 5.560 -3.266
71 H 9.458 3.992 -3.128
72 H 9.019 1.570 -3.054
73 H 6.709 0.685 -3.148
74 H 2.653 -1.770 -0.240
75 H 2.793 -4.005 0.845
76 H 1.631 -5.933 -0.219
77 H 0.297 -5.605 -2.260
78 H 0.201 -3.370 -3.363
79 O 0.677 0.366 -3.861
80 N 0.443 -0.785 -3.058
81 N 0.813 -1.188 2.231
82 S 0.688 -2.635 2.879
83 C -0.314 -3.572 1.741
84 C -0.397 -4.957 1.900
85 C -1.209 -5.692 1.040
86 C -1.911 -5.046 0.027
87 C -1.796 -3.673 -0.135
88 C -1.007 -2.922 0.728
89 C -0.551 -2.551 4.186
90 C -1.154 -1.330 4.439
91 C -2.143 -1.239 5.416
92 C -2.525 -2.374 6.133
93 C -1.902 -3.587 5.878
94 C -0.913 -3.681 4.907
95 H 1.754 -0.879 2.457
96 H 0.197 -5.483 2.646
97 H -1.261 -6.770 1.150
98 H -2.546 -5.602 -0.650
99 H -2.338 -3.180 -0.931
100 H -0.905 -1.853 0.596
101 H -0.837 -0.451 3.883
102 H -2.605 -0.281 5.617
103 H -3.291 -2.301 6.894
104 H -2.169 -4.467 6.446
105 H -0.428 -4.633 4.714
106 I -3.377 5.070 -3.763
107 C -2.001 4.316 -2.448
108 C -1.485 4.947 -1.340
109 N -0.608 4.110 -0.787
110 N -0.531 2.939 -1.428
111 C -1.375 3.047 -2.442
112 H -1.726 5.903 -0.883
113 H -0.299 4.211 0.171
114 H -1.543 2.214 -3.111

Calculated values
E_HOMO: -4.44 eV
total charge: -1
maximum force: 2.16 eV/A
spin multiplicity: 1

Atom charges from the Mulliken analysis, given in e for atoms 1 to 5: atom 1 (Tl): 0.73, atom 2 (N): -0.48, atom 3 (C): 0.24, atom 4 (S): -0.30, atom 5 (N): -1.21